[1]
Below is 3 unconnected molecules or ions with the total composition C19H49FN7O4P2 in a non-equilibrium geometry, with properties calculated with wB97M-V/def2-TZVPD.

Geometry as XYZ:
```
82
Properties=species:S:1:pos:R:3:lowdin_charge:R:1
C 3.044 1.590 -0.665 -0.14
N 3.445 0.164 -0.363 -0.05
C 2.754 -0.831 -1.313 -0.31
F 2.751 -0.363 -2.732 -0.08
C 1.301 -1.361 -0.769 -0.10
C 0.055 -0.316 -0.969 -0.38
C -1.262 -1.039 -0.233 -0.12
C -0.397 -0.065 -2.529 -0.12
C 3.753 -2.173 -1.305 -0.40
O 4.612 -2.361 -2.344 -0.17
O 3.785 -3.177 -0.229 -0.28
H 3.820 2.087 -1.387 0.09
H 1.979 1.721 -1.134 0.08
H 3.032 2.167 0.380 0.08
H 4.473 0.026 -0.592 0.13
H 1.423 -1.511 0.409 0.13
H 0.977 -2.410 -1.187 0.14
H 0.193 0.710 -0.394 0.13
H -2.176 -0.297 -0.232 0.08
H -1.505 -1.981 -0.911 0.07
H -0.916 -1.385 0.831 0.08
H -0.729 -1.097 -2.975 0.07
H -1.370 0.623 -2.510 0.08
H 0.386 0.509 -3.183 0.08
O 3.511 3.217 3.595 -0.29
P 4.578 2.251 4.165 0.76
N 3.528 0.914 4.252 -0.34
C 2.300 0.909 5.031 -0.13
C 3.271 0.321 2.932 -0.13
N 4.790 3.112 5.623 -0.34
C 3.975 2.943 6.808 -0.14
C 5.025 4.550 5.428 -0.16
N 5.805 1.140 4.820 -0.33
C 5.632 -0.010 5.684 -0.11
C 7.185 1.589 4.721 -0.15
H 1.792 -0.060 4.963 0.08
H 1.606 1.690 4.726 0.08
H 2.511 1.014 6.093 0.05
H 4.206 -0.060 2.512 0.08
H 2.858 1.058 2.237 0.05
H 2.582 -0.527 2.980 0.08
H 2.925 3.196 6.621 0.08
H 4.328 3.582 7.629 0.08
H 4.042 1.931 7.204 0.05
H 4.084 5.093 5.279 0.07
H 5.662 4.725 4.556 0.07
H 5.545 4.985 6.290 0.08
H 4.973 0.193 6.535 0.06
H 6.580 -0.360 6.105 0.08
H 5.223 -0.859 5.123 0.08
H 7.506 2.085 5.643 0.07
H 7.300 2.300 3.896 0.07
H 7.863 0.754 4.513 0.08
O -4.922 -0.108 -2.426 -0.29
P -5.795 -1.138 -3.183 0.75
N -4.507 -2.199 -3.519 -0.34
C -3.326 -1.811 -4.272 -0.12
C -4.101 -2.972 -2.337 -0.13
N -6.215 -0.071 -4.447 -0.34
C -5.419 0.156 -5.635 -0.14
C -6.721 1.227 -3.978 -0.16
N -6.800 -2.322 -4.053 -0.33
C -6.431 -3.227 -5.123 -0.12
C -8.238 -2.182 -3.881 -0.15
H -2.636 -2.654 -4.390 0.09
H -2.790 -0.981 -3.815 0.06
H -3.585 -1.547 -5.296 0.05
H -4.930 -3.603 -2.008 0.07
H -3.819 -2.315 -1.508 0.06
H -3.260 -3.641 -2.543 0.08
H -4.433 0.571 -5.393 0.09
H -5.914 0.859 -6.319 0.08
H -5.298 -0.753 -6.221 0.06
H -5.901 1.906 -3.717 0.08
H -7.354 1.102 -3.094 0.07
H -7.342 1.709 -4.743 0.08
H -5.851 -2.737 -5.912 0.07
H -7.305 -3.669 -5.612 0.08
H -5.848 -4.070 -4.734 0.08
H -8.677 -1.591 -4.691 0.08
H -8.466 -1.681 -2.935 0.07
H -8.733 -3.159 -3.845 0.08
```

* E_HOMO: -4.08 eV
* total charge: -1
* DFT total energy: -2219.79282 hartree

[2]
Below is 10 unconnected molecules or ions with the total composition C19H49N3O7 in a non-equilibrium geometry, with properties calculated with wB97M-V/def2-TZVPD.

Geometry as XYZ:
```
78
Properties=species:S:1:pos:R:3:lowdin_charge:R:1
C -14.972 -2.633 -15.078 -0.19
O -15.082 -1.279 -15.457 -0.12
H -14.160 -3.178 -15.559 0.07
H -14.864 -2.607 -13.994 0.06
H -15.863 -3.180 -15.385 0.06
H -15.576 -1.356 -16.276 0.07
C -17.589 -8.748 -11.715 -0.19
O -16.611 -9.718 -11.864 -0.12
H -18.431 -8.974 -12.368 0.08
H -17.929 -8.897 -10.690 0.09
H -17.276 -7.738 -11.981 0.05
H -15.870 -9.481 -11.301 0.02
C -19.685 -5.595 -12.919 -0.15
O -19.994 -4.257 -13.294 -0.12
H -20.314 -5.891 -12.079 0.09
H -19.881 -6.218 -13.792 0.07
H -18.651 -5.822 -12.661 0.05
H -19.502 -4.134 -14.109 0.07
C -12.463 -5.189 -8.791 -0.17
O -13.193 -4.940 -9.960 -0.12
H -12.666 -6.215 -8.483 0.06
H -11.382 -5.221 -8.925 0.08
H -12.772 -4.519 -7.989 0.08
H -13.189 -3.986 -10.069 0.08
C -13.324 -9.227 -9.542 -0.12
O -14.454 -8.876 -10.340 -0.15
H -13.536 -9.206 -8.473 0.08
H -12.898 -10.165 -9.898 0.09
H -12.503 -8.519 -9.653 0.07
H -14.906 -8.069 -10.082 0.09
C -12.907 -8.473 -13.251 -0.13
O -13.699 -8.045 -14.350 -0.13
H -13.404 -9.151 -12.557 0.06
H -12.095 -9.083 -13.648 0.08
H -12.525 -7.602 -12.719 0.07
H -13.927 -8.837 -14.843 0.08
C -15.289 -5.583 -12.511 -0.11
O -14.700 -5.383 -13.812 -0.14
H -15.485 -4.601 -12.082 0.06
H -16.285 -5.977 -12.717 0.04
H -14.693 -6.208 -11.846 0.07
H -14.228 -6.191 -14.027 0.02
C -9.162 -3.090 -14.505 -0.08
C -10.279 -3.059 -13.367 -0.23
C -11.188 -4.280 -13.193 -0.18
C -10.427 -5.518 -12.855 -0.22
N -9.815 -6.482 -12.666 0.13
H -8.730 -2.090 -14.542 0.07
H -9.668 -3.315 -15.444 0.07
H -8.394 -3.843 -14.329 0.06
H -10.946 -2.250 -13.666 0.10
H -9.806 -2.672 -12.465 0.10
H -11.773 -4.548 -14.073 0.11
H -11.945 -4.132 -12.424 0.10
C -16.864 -7.815 -15.420 -0.10
C -17.141 -7.994 -16.893 -0.24
C -18.127 -7.003 -17.611 -0.17
C -17.597 -5.654 -17.769 -0.24
N -17.180 -4.611 -17.931 0.15
H -17.797 -7.881 -14.860 0.07
H -16.446 -6.842 -15.162 0.07
H -16.204 -8.584 -15.019 0.07
H -17.556 -8.995 -17.010 0.11
H -16.217 -7.922 -17.467 0.11
H -19.076 -6.874 -17.090 0.11
H -18.294 -7.497 -18.568 0.12
C -17.353 -2.542 -11.778 -0.12
C -18.332 -1.396 -11.576 -0.26
C -18.199 -0.206 -12.533 -0.17
C -16.777 0.277 -12.488 -0.22
N -15.666 0.662 -12.466 0.14
H -17.538 -3.052 -12.724 0.06
H -17.482 -3.228 -10.940 0.08
H -16.314 -2.229 -11.874 0.06
H -18.218 -1.018 -10.560 0.11
H -19.320 -1.808 -11.781 0.10
H -18.829 0.647 -12.280 0.11
H -18.486 -0.513 -13.538 0.11
```

* E_HOMO: -9.75 eV
* total charge: 0
* relative energy (zero: lowest compared OMol25 entry of this formula, charge and spin): 0.000 eV
* SMILES: CCCC#N.CCCC#N.CCCC#N.CO.CO.CO.CO.CO.CO.CO
* DFT total energy: -1444.09855 hartree

[3]
Below is a molecular structure, C19H51Hg2NO17 in a non-equilibrium geometry, with properties calculated with wB97M-V/def2-TZVPD.

Geometry as XYZ:
```
90
Properties=species:S:1:pos:R:3:lowdin_charge:R:1
Hg -5.258 -18.153 14.116 1.44
Hg -8.269 -19.813 12.385 1.39
C -7.863 -19.027 15.039 -1.00
O -7.080 -19.753 14.437 -0.17
O -7.404 -17.952 15.471 -0.06
O -8.977 -19.125 14.587 -0.02
C -9.964 -16.137 17.479 -0.20
C -8.769 -15.218 17.252 -0.26
O -7.617 -15.908 17.446 -0.05
O -10.087 -16.951 16.374 -0.09
H -10.903 -15.595 17.593 0.14
H -9.807 -16.795 18.333 0.11
H -8.828 -14.420 17.992 0.13
H -8.806 -14.748 16.269 0.12
H -7.473 -16.535 16.734 0.03
H -9.207 -17.268 16.158 0.05
C -9.213 -22.409 13.722 -0.18
C -8.019 -22.913 12.814 -0.17
O -7.090 -21.885 12.482 -0.13
O -9.922 -21.547 12.859 -0.13
H -8.902 -21.899 14.635 0.10
H -9.785 -23.305 13.961 0.14
H -8.428 -23.286 11.875 0.12
H -7.551 -23.785 13.271 0.14
H -6.212 -22.268 12.411 0.11
H -10.853 -21.707 13.032 0.11
C -12.171 -19.212 15.744 -0.19
C -12.691 -18.095 14.745 -0.17
O -11.629 -17.276 14.217 -0.09
O -11.386 -20.252 15.118 -0.10
H -13.010 -19.651 16.283 0.12
H -11.503 -18.844 16.523 0.10
H -13.319 -17.391 15.292 0.12
H -13.287 -18.591 13.979 0.11
H -10.961 -17.314 14.906 0.02
H -10.572 -19.787 14.909 0.00
C -5.156 -13.364 14.032 -0.20
C -5.397 -14.659 14.839 -0.24
O -5.761 -15.816 14.170 -0.12
O -6.271 -13.083 13.220 -0.02
H -4.250 -13.550 13.455 0.12
H -5.002 -12.612 14.805 0.14
H -6.122 -14.446 15.625 0.13
H -4.529 -14.786 15.485 0.14
H -6.611 -15.654 13.756 0.10
H -6.654 -13.895 12.879 0.07
C -10.075 -19.549 9.760 -0.18
C -10.970 -19.157 10.948 -0.16
O -10.133 -18.561 11.973 -0.12
O -9.125 -20.572 10.111 -0.11
H -9.543 -18.674 9.386 0.13
H -10.658 -19.978 8.944 0.14
H -11.508 -19.976 11.426 0.13
H -11.721 -18.513 10.492 0.14
H -10.685 -18.279 12.706 0.06
H -9.370 -21.298 9.533 0.11
C -4.806 -21.717 15.937 -0.18
C -3.596 -21.318 15.070 -0.16
O -3.859 -20.103 14.370 -0.16
O -5.890 -22.152 15.110 -0.09
H -5.190 -20.860 16.490 0.12
H -4.554 -22.519 16.631 0.14
H -3.354 -22.009 14.263 0.14
H -2.786 -21.071 15.756 0.14
H -3.487 -20.296 13.506 0.10
H -6.375 -21.380 14.810 0.00
C -9.599 -16.927 22.060 -0.13
O -9.626 -18.033 21.227 -0.19
C -8.459 -18.127 20.388 -0.19
C -8.683 -19.102 19.200 -0.21
N -8.199 -20.450 19.492 -0.03
C -8.235 -21.176 18.154 -0.17
C -9.692 -21.633 17.842 -0.22
O -9.950 -22.424 18.989 -0.19
C -11.223 -23.112 18.991 -0.07
H -8.676 -16.931 22.641 0.09
H -10.447 -17.050 22.734 0.09
H -9.788 -15.991 21.535 0.08
H -7.534 -18.364 20.913 0.13
H -8.324 -17.127 19.976 0.09
H -8.159 -18.668 18.348 0.10
H -9.741 -19.233 18.975 0.11
H -8.818 -20.976 20.093 0.10
H -7.631 -22.079 18.246 0.11
H -7.823 -20.595 17.329 0.08
H -9.716 -22.204 16.914 0.10
H -10.332 -20.770 17.654 0.10
H -12.098 -22.465 19.045 0.08
H -11.261 -23.638 19.945 0.09
H -11.442 -23.805 18.178 0.08
```

* E_HOMO: -12.24 eV
* total charge: +2
* relative energy (zero: lowest compared OMol25 entry of this formula, charge and spin): 0.000 eV
* DFT total energy: -2394.32074 hartree

Q: Look up the total charge of the third one.
A: +2